Entry 1:
50
Properties=species:S:1:pos:R:3 method="wB97M-V/def2-TZVPD" e_homo_ev=4.53 total_charge=-3 de_lowest_kcal_mol=11.9 spin_multiplicity=1
Ca -25.5052 -4.3191 16.8776
C -25.3409 -4.2516 13.9752
O -24.3850 -3.5820 14.5228
O -26.4366 -4.3814 14.6180
O -24.9428 -4.9858 13.0121
C -26.4692 -1.6104 16.5920
O -27.2628 -2.6135 16.8329
O -26.7320 -1.0556 15.4622
O -25.2097 -1.9144 16.7889
O -22.8568 -8.1282 16.8537
C -23.2747 -6.8971 16.3742
O -22.6846 -6.5258 15.3365
O -24.2328 -6.2960 16.9165
H -22.2397 -8.2021 16.0920
C -28.5308 -7.4434 18.6596
C -28.0263 -6.9636 17.2878
C -29.1717 -6.8369 16.2844
O -27.4603 -5.6841 17.5235
H -28.8761 -8.4770 18.5355
H -29.3597 -6.8680 19.0737
H -27.7155 -7.5051 19.3811
H -27.2264 -7.5935 16.9016
H -28.7459 -6.8114 15.2823
H -29.8497 -6.0143 16.5068
H -29.7752 -7.7507 16.3504
H -28.1431 -5.1311 17.9203
C -21.6174 -4.6754 18.7912
C -22.2210 -3.2988 18.4446
C -21.1606 -2.4252 17.7652
O -23.3326 -3.4570 17.6021
H -20.7283 -4.5672 19.4192
H -21.3213 -5.2849 17.9365
H -22.3647 -5.2717 19.3194
H -22.5394 -2.7912 19.3644
H -20.4996 -2.0632 18.5620
H -21.6248 -1.5113 17.3845
H -20.6184 -2.8723 16.9344
H -23.6605 -2.5393 17.4589
C -26.0409 -2.4362 20.1483
C -25.5734 -3.8645 20.5430
C -26.6076 -4.3863 21.5492
O -25.5517 -4.6381 19.3678
H -26.1253 -1.8448 21.0656
H -26.9474 -2.4316 19.5448
H -25.2389 -1.9539 19.5861
H -24.5673 -3.8473 20.9741
H -26.5900 -3.8710 22.5141
H -26.3370 -5.4020 21.8596
H -27.6157 -4.3004 21.1472
H -25.3301 -5.5405 19.6293


Entry 2:
45
Properties=species:S:1:pos:R:3 method="wB97M-V/def2-TZVPD" e_homo_ev="-15.36 / -15.35" total_charge=+2 de_lowest_kcal_mol=11.0 spin_multiplicity=2
C 0.8587 -1.0001 -5.4083
I 0.9265 -0.5796 -3.2839
H -0.1281 -1.4016 -5.6628
H 1.6413 -1.7258 -5.6322
H 1.0413 -0.0653 -5.9406
Ce -0.0812 0.0732 0.7072
P 0.5503 -2.7177 0.2848
C 2.2942 -3.1913 0.2893
C -0.2014 -3.2752 1.8403
H -0.1278 -4.3777 1.8918
H -0.2041 -4.7709 -0.8139
H -1.2721 -2.9930 1.8727
H -1.3803 -3.4156 -0.9428
H 2.8071 -2.6503 1.1081
H 0.3054 -2.8273 2.7129
C -0.3133 -3.6803 -0.9790
H 2.4158 -4.2900 0.4342
H 0.0753 -3.4096 -1.9718
H 2.7540 -2.8932 -0.6759
P -0.7908 2.6075 -0.4942
C 0.5316 3.8168 -0.7351
C -1.9145 2.6879 -1.9087
H -2.6565 2.4474 1.0570
H -2.2863 4.1459 0.5973
H -1.2562 3.2827 1.8112
C -1.8422 3.1739 0.8794
H -2.7315 1.9732 -1.7332
H -2.3358 3.7043 -2.0426
H 0.1173 4.8368 -0.9042
H 1.1410 3.5146 -1.6100
H -1.3710 2.3858 -2.8144
H 1.1776 3.8195 0.1637
C 1.9062 0.4305 -0.2331
O 3.0178 0.6775 -0.4799
O 2.1271 -1.3622 2.9606
C 1.8456 -0.2162 3.3326
C 2.3403 0.5147 4.5705
C 1.6236 1.8443 4.4985
C 1.1714 1.9363 3.0645
O 0.8995 2.9420 2.3942
N 1.1191 0.6587 2.5537
H 2.0847 -0.0757 5.4631
H 3.4122 0.6347 4.4540
H 0.6752 1.8203 5.0722
H 2.2222 2.7190 4.8093


Entry 3:
44
Properties=species:S:1:pos:R:3 method="wB97M-V/def2-TZVPD" e_homo_ev="-16.77 / -16.81" total_charge=+3 spin_multiplicity=1
C 0.9715 0.3275 0.2047
I -1.2912 1.0488 0.1289
H 1.8084 -0.2751 0.7032
H 1.0051 1.2362 0.8276
H 1.2693 0.5864 -0.8327
Sn -0.2384 -3.6609 -1.1789
P -0.9262 -1.6068 1.8518
C -0.2849 -0.1840 3.0205
C -2.6480 -1.5579 2.4886
H -2.7060 -1.9324 3.5167
H -0.7504 -2.8715 3.9169
H -3.1704 -2.2437 1.8474
H -0.4423 -3.8031 2.4295
H -0.9860 0.6924 3.0373
H -3.1339 -0.5778 2.4092
C -0.2314 -2.9134 2.9685
H -0.1363 -0.5736 4.0618
H 0.8366 -2.7354 3.0885
H 0.6835 0.2052 2.6590
P -0.2927 -0.1853 -2.6620
C 0.4893 1.5194 -2.6155
C 0.7374 -0.6967 -4.0386
H -2.3764 -0.5923 -3.6819
H -1.4468 0.6472 -4.6055
H -2.3528 1.1180 -3.1042
C -1.7847 0.3221 -3.6056
H 0.6147 -1.7579 -4.1302
H 0.3534 -0.1629 -4.9180
H 0.3860 1.9852 -3.6096
H 1.5658 1.4534 -2.3839
H 1.7897 -0.4154 -3.8777
H 0.0721 2.2126 -1.8795
Cl -2.5499 -2.6193 -1.0911
Cl 1.9285 6.0115 3.2698
C 2.5948 4.7596 2.2998
C 3.7228 4.9349 1.5169
C 4.3947 3.9003 0.7868
C 3.7158 2.6435 0.9873
N 2.5434 2.4894 1.6146
C 1.9544 3.5035 2.2686
H 4.0178 5.9980 1.6452
H 5.2707 4.1789 0.1512
H 4.0068 1.6976 0.5482
H 1.0601 3.4923 2.9214


Entry 4:
44
Properties=species:S:1:pos:R:3 method="wB97M-V/def2-TZVPD" e_homo_ev=-17.82 total_charge=+3 de_lowest_kcal_mol=0.0 spin_multiplicity=1
I -2.1186 2.1131 -1.5359
I -2.0315 -0.1910 -3.1684
Zr -0.0642 0.8739 0.5500
P 1.9772 1.1257 -1.2283
C 1.4774 1.4720 -2.9381
C 3.3648 2.2429 -0.6884
H 4.3588 2.1248 -1.1403
H 3.8601 -0.3515 -2.1872
H 3.5532 2.1817 0.3904
H 2.9764 -1.2065 -0.8918
H 0.7352 2.2380 -2.9698
H 3.1242 3.3017 -0.8194
C 2.8365 -0.4854 -1.7063
H 2.2817 1.7610 -3.6492
H 2.2103 -1.0038 -2.4549
H 1.0043 0.5590 -3.3189
P -1.9374 -0.8871 1.4588
C -3.4250 -1.0376 0.4353
C -1.4964 -2.7079 1.2770
H -1.5091 -0.3574 3.8339
H -2.7520 -1.5450 3.8111
H -3.1002 0.1088 3.4259
C -2.3771 -0.6857 3.2492
H -0.4503 -2.9696 1.4674
H -2.1154 -3.4156 1.9223
H -4.2807 -1.6060 0.8649
H -3.1129 -1.5424 -0.4858
H -1.6844 -3.0064 0.2287
H -3.7914 -0.0757 0.1558
Cl 1.3969 0.3354 2.3211
N -0.4270 2.9023 1.5199
C 0.3601 2.8599 2.7338
C -0.2509 2.4361 3.9219
C 0.5131 2.4977 5.0842
C 1.8720 2.8216 5.0878
C 2.4067 3.3281 3.9105
C 1.6724 3.3243 2.6886
H -1.4207 3.1297 1.6241
H -0.1997 3.6652 0.8628
H -1.3136 2.1752 3.9051
H -0.0418 2.2240 5.9555
H 2.4797 2.7149 5.9553
H 3.3976 3.7261 3.7804
H 2.1065 3.7567 1.7276


Entry 5:
43
Properties=species:S:1:pos:R:3 method="wB97M-V/def2-TZVPD" e_homo_ev=-13.84 total_charge=+2 spin_multiplicity=1
Cs 1.4147 -1.0905 -1.0962
C 1.3480 1.4642 2.3422
C 2.0133 2.4987 1.4461
S 1.9290 2.0983 -0.3312
C 3.6564 2.3473 -0.8501
C 4.6984 1.4630 -0.1795
S 4.3197 -0.3187 -0.2547
C 4.5399 -0.8455 1.4728
C 3.6346 -0.1905 2.5055
S 1.8576 -0.2664 2.0967
H 0.2698 1.4445 2.1783
H 1.5203 1.7156 3.3886
H 3.0645 2.6210 1.6977
H 1.5242 3.4613 1.5898
H 3.9031 3.3961 -0.6870
H 3.6334 2.1766 -1.9270
H 4.8245 1.7215 0.8698
H 5.6567 1.6111 -0.6760
H 5.5832 -0.6772 1.7393
H 4.3784 -1.9236 1.4398
H 3.8846 0.8598 2.6394
H 3.7709 -0.6901 3.4636
C -4.0632 -0.2074 0.0221
C -2.5121 -0.2285 -0.0088
N -2.0325 -1.0893 -1.0909
C -2.5136 -2.4564 -0.8846
C -4.0648 -2.4921 -0.8790
N -4.5449 -1.0895 -1.0874
C -4.0668 -0.5689 -2.4072
C -2.5156 -0.5819 -2.3762
H -4.4650 0.7912 -0.1380
H -4.4617 -0.5909 0.9594
H -2.1209 -0.6003 0.9378
H -2.1236 0.7780 -0.1610
H -2.1254 -2.8290 0.0624
H -2.1272 -3.0929 -1.6794
H -4.4651 -2.8529 0.0664
H -4.4650 -3.1119 -1.6789
H -5.5644 -1.0898 -1.0862
H -4.4677 0.4335 -2.5440
H -4.4681 -1.2080 -3.1913
H -2.1273 0.4245 -2.5276
H -2.1303 -1.2139 -3.1752


Entry 6:
50
Properties=species:S:1:pos:R:3 method="wB97M-V/def2-TZVPD" e_homo_ev=-10.36 total_charge=+1 de_lowest_kcal_mol=0.0 spin_multiplicity=1
Y 0.4994 -0.4015 0.5537
C -2.8144 -0.9556 -0.6133
C -3.0660 0.4634 -0.0790
O -1.8839 0.9492 0.5670
C -1.5714 2.3052 0.2641
C -0.9215 2.4628 -1.1194
O 0.2094 1.5992 -1.2173
C 0.6473 1.3892 -2.5594
C 1.5929 0.1793 -2.5915
O 1.0071 -0.9684 -1.9936
C 0.0576 -1.6597 -2.8112
C -1.1479 -2.0768 -1.9599
O -1.4994 -0.9480 -1.1557
H -3.5524 -1.1932 -1.3899
H -2.9025 -1.6908 0.1933
H -3.8864 0.4535 0.6462
H -3.3368 1.1260 -0.9048
H -0.8729 2.6224 1.0451
H -2.4743 2.9253 0.3150
H -0.6162 3.5074 -1.2625
H -1.6473 2.2001 -1.9012
H 1.1737 2.2775 -2.9358
H -0.2234 1.1976 -3.2002
H 2.4873 0.3910 -1.9953
H 1.8992 -0.0227 -3.6262
H 0.5288 -2.5562 -3.2315
H -0.2782 -1.0142 -3.6275
H -0.8929 -2.9319 -1.3250
H -1.9782 -2.3527 -2.6221
F -1.0005 -2.3540 1.4387
C -0.1624 -3.4718 1.6742
F -0.8172 -4.2251 2.5407
F -0.1214 -4.0809 0.4879
S 1.6813 -2.8399 2.0758
O 2.4407 -4.0329 1.8491
O -0.1425 -0.9086 3.5805
O 1.6824 -1.9611 0.8141
C 2.6049 0.1169 3.8101
Si 0.8383 0.3377 3.0923
C -0.9625 -1.1225 4.7142
C 0.2062 2.0122 3.8005
H 2.5792 0.0826 4.8990
H 3.2532 0.9447 3.5319
H 3.0756 -0.8004 3.4642
H -0.7155 -0.4472 5.5310
H -0.8360 -2.1557 5.0430
H -2.0012 -0.9650 4.4203
H 0.3559 2.0157 4.8776
H -0.8526 2.1767 3.6203
H 0.7531 2.8636 3.4057


Entry 7:
46
Properties=species:S:1:pos:R:3 method="wB97M-V/def2-TZVPD" e_homo_ev=-11.98 total_charge=+1 spin_multiplicity=1
C -0.9629 -1.8509 1.4427
C -1.4300 -1.4015 0.0671
I -2.0160 -3.1085 -1.1025
C -0.3846 -0.7442 -0.8201
N 0.2066 0.6037 -0.3178
S -0.9973 1.5942 0.5645
N 0.6211 1.3755 -1.4675
C 1.5321 0.9604 -2.1948
S 2.6401 0.4337 -3.1104
P 1.6726 0.3761 0.7745
O 2.3503 1.6517 1.0137
H -0.9490 -1.0237 2.1567
H -1.6205 -2.6183 1.8437
H 0.0331 -2.3001 1.3856
H -2.3287 -0.7931 0.1234
H 0.4723 -1.4112 -0.9424
H -0.7872 -0.5053 -1.8015
H -0.0691 2.1393 1.3718
H 2.3857 -0.5853 0.0474
H 1.0238 -0.2266 1.8529
C -1.0490 0.4420 -6.8983
C -0.9639 1.3027 -5.6386
C -1.2738 0.2757 -4.5572
O -0.7701 -0.9718 -5.0264
C -0.4391 -0.8677 -6.4173
H -0.5172 0.8625 -7.7496
H -2.0917 0.2957 -7.1848
H 0.0492 1.6948 -5.5191
H -1.6563 2.1426 -5.6311
H -2.3522 0.1892 -4.3861
H -0.7888 0.5002 -3.6042
H 0.6506 -0.8601 -6.5262
H -0.8301 -1.7439 -6.9330
C 1.0091 0.1984 6.8298
C 1.3807 1.2385 5.7722
C 1.1445 0.4499 4.4934
O 0.0856 -0.4635 4.7573
C -0.1680 -0.5093 6.1723
H 0.7475 0.6341 7.7919
H 1.8358 -0.4975 6.9828
H 0.7009 2.0906 5.8246
H 2.4003 1.6092 5.8551
H 2.0405 -0.1161 4.2047
H 0.8425 1.0833 3.6508
H -1.1099 0.0063 6.3795
H -0.2697 -1.5519 6.4704


Entry 8:
52
Properties=species:S:1:pos:R:3 method="wB97M-V/def2-TZVPD" e_homo_ev=-4.74 total_charge=-1 de_lowest_kcal_mol=0.0 spin_multiplicity=1
Ba 0.5895 0.3219 0.2875
B 3.2854 -0.0028 3.2087
F 3.5877 -0.4086 1.9510
F 4.1431 -0.4319 4.1510
F 3.1924 1.3673 3.2113
F 2.0258 -0.5664 3.5258
C 5.5535 2.6666 -2.2594
C 4.1432 2.2339 -1.7179
O 3.4247 1.2510 -2.2279
O 3.6084 3.0597 -0.9349
H 5.7387 3.7335 -2.3847
H 5.4762 2.3716 -3.3059
H 6.3132 2.0969 -1.7243
C -2.1952 4.0160 4.0870
C -1.5114 3.2555 2.8991
O -2.0953 2.3337 2.2665
O -0.2905 3.5751 2.6953
H -3.2372 4.2564 3.8761
H -1.6979 4.9374 4.3897
H -2.1048 3.4634 5.0222
C -3.7871 -2.5014 0.9893
O -2.4085 -2.8907 0.9598
C -1.8398 -3.3268 2.1677
C -0.4306 -4.0727 1.9735
O 0.5262 -3.2367 1.3301
C 1.6583 -3.9803 0.9447
H -4.4870 -3.3365 0.9603
H -4.0155 -1.7678 0.2162
H -3.7206 -1.8382 1.8518
H -2.5329 -4.0404 2.6132
H -1.6558 -2.5373 2.8964
H -0.5977 -4.9897 1.4084
H 0.0103 -4.2719 2.9502
H 2.2164 -4.2930 1.8272
H 2.4423 -3.4224 0.4326
H 1.4231 -4.8992 0.4076
C -1.2063 3.4005 -2.3697
O -0.9158 2.0462 -2.6075
C -1.0682 1.5057 -3.8934
C -1.6225 0.0281 -3.7901
O -0.9735 -0.7056 -2.7970
C -1.2491 -2.0177 -2.9094
H -0.4612 4.1736 -2.5573
H -1.4858 3.4210 -1.3163
H -2.0282 3.6647 -3.0350
H -0.0595 1.6338 -4.2861
H -1.6100 2.2511 -4.4756
H -1.6679 -0.4463 -4.7704
H -2.6328 0.1760 -3.4087
H -2.2636 -2.3270 -2.6578
H -0.5053 -2.4191 -2.2211
H -1.0008 -2.5099 -3.8497


Entry 9:
50
Properties=species:S:1:pos:R:3 method="wB97M-V/def2-TZVPD" e_homo_ev="-11.90 / -11.90" total_charge=+1 spin_multiplicity=3
Pt 2.8550 -9.0277 8.2436
F 3.8000 -9.7462 10.0991
Br 8.6869 -9.3885 9.7784
C 6.9975 -9.9399 8.9209
C 6.7172 -11.3190 9.3476
Br 8.0461 -12.4646 8.4065
H 7.1425 -9.8706 7.8428
H 6.2264 -9.2265 9.2117
H 5.6701 -11.5508 9.1528
H 6.8080 -11.5012 10.4184
Br 1.8916 -12.7479 13.3049
C 2.5650 -12.1485 11.5457
C 2.3045 -13.1185 10.3738
Br 0.4762 -13.8116 10.2734
H 3.6029 -11.8330 11.6521
H 2.1126 -11.2270 11.1792
H 2.9868 -13.9656 10.4443
H 2.4679 -12.4615 9.5195
Br 3.3766 -7.8227 14.2505
C 3.9913 -9.5278 13.4163
C 5.4622 -9.4033 13.1096
Br 6.5583 -10.0388 14.7120
H 3.4435 -9.5967 12.4765
H 3.7957 -10.3307 14.1271
H 5.8839 -8.4280 12.8664
H 5.6891 -10.0682 12.2762
C 2.7575 -6.7452 10.0501
O 2.0226 -7.2978 9.2114
N 2.3436 -5.7602 10.8775
C 3.2282 -5.2992 11.9927
C 0.9241 -5.3249 10.9000
H 3.7888 -7.0597 10.2733
H 3.2110 -4.2093 12.0017
H 4.2585 -5.5099 11.7061
H 3.0845 -5.8004 12.9500
H 0.2489 -6.0178 10.3979
H 0.5511 -5.2185 11.9187
H 0.8739 -4.3320 10.4532
C -0.0704 -10.4763 9.0498
O 1.1517 -10.2632 8.9237
N -0.6826 -11.2480 8.1841
C -2.0754 -11.5408 8.3880
C -0.2217 -11.8150 6.9231
H -0.7241 -10.2416 9.9040
H -2.0757 -12.6019 8.6374
H -2.6516 -11.3914 7.4749
H -2.5534 -10.9421 9.1634
H -0.2605 -12.9042 6.9088
H -0.8758 -11.5437 6.0945
H 0.8083 -11.5460 6.6888


Entry 10:
44
Properties=species:S:1:pos:R:3 method="wB97M-V/def2-TZVPD" e_homo_ev="-4.96 / -8.33" total_charge=0 de_lowest_kcal_mol=21.0 spin_multiplicity=5
Ru -0.1407 0.2639 3.1341
Cl 1.3153 1.4536 1.7453
Cl -1.7712 -1.2577 2.7726
H 0.3471 1.5603 3.9147
H 0.9208 -0.8379 3.5220
P 0.1536 0.0869 -1.1861
C 1.8393 -0.4469 -1.8327
C -1.0079 -0.7554 -2.3916
C 0.1947 1.8560 -1.8083
C 2.3831 -1.4965 -0.8530
H 2.4376 0.4731 -1.7107
C 1.9741 -0.9091 -3.2831
H 1.4423 -1.8458 -3.4921
H 3.0391 -1.1049 -3.4606
H 1.6698 -0.1518 -4.0130
H 2.2654 -1.1647 0.1862
H 3.4504 -1.6636 -1.0480
H 1.8825 -2.4672 -0.9651
H 1.2001 2.1800 -1.4856
C -0.8400 2.6673 -1.0164
C 0.0919 2.1092 -3.3191
H 1.0568 1.9747 -3.8257
H -0.1905 3.1625 -3.4625
H -0.6674 1.4944 -3.8251
H -0.6835 2.5543 0.0619
H -1.8696 2.3760 -1.2573
H -0.7366 3.7302 -1.2690
C -1.0611 -2.2598 -2.1144
H -0.5906 -0.5927 -3.3929
C -2.4102 -0.1504 -2.3112
H -0.1408 -2.7979 -2.3703
H -1.8718 -2.7029 -2.7041
H -1.2946 -2.4559 -1.0614
H -2.7469 -0.0873 -1.2700
H -3.1153 -0.8116 -2.8261
H -2.5006 0.8401 -2.7701
S -1.5486 0.1438 7.5152
C -0.1219 -0.8574 7.3340
C 0.3223 -0.8791 6.0323
N -0.4533 -0.0693 5.1897
C -1.4674 0.5195 5.8346
H 0.3217 -1.3808 8.1578
H 1.1485 -1.4318 5.5991
H -2.2256 1.1326 5.3259


Electronic energy readings, ordered: -2052.6707, -2207.7166, -2640.7831, -2311.3560, -1795.9432, -2024.3406, -2242.5146, -1524.7327, -16395.7044, -2282.1852 a.u.